This record from OMol25 describes a 2-piece molecular cluster, C4H2ClO2 overall. The level of theory is the ωB97M-V functional and the def2-TZVPD basis.

```
! wB97M-V def2-TZVPD RIJCOSX def2/J DEFGRID3
* xyz -1 1
C 0.587 -0.035 0.119
C 1.781 0.393 0.504
C 1.270 -0.818 -0.688
C -1.746 0.103 0.371
O 2.605 1.156 0.867
O 1.768 -1.486 -1.550
Cl -2.049 0.968 -1.135
H -1.862 0.670 1.254
H -2.356 -0.950 0.258
*
```

Results
* relative energy (zero: lowest compared OMol25 entry of this formula, charge and spin): 98.6 kcal per mole
* HOMO (spin up / spin down): -1.930 / -1.927 eV
* frontier orbital gap (spin up / spin down): 5.80 / 5.80 eV
* M: 117.5 g/mol

***

This record from OMol25 describes C28H36Cl5N4O4 as an isolated structure. The level of theory is the ωB97M-V functional and the def2-TZVPD basis.

```
! wB97M-V def2-TZVPD RIJCOSX def2/J DEFGRID3
* xyz 3 1
C 4.088 1.575 -1.146
N 2.966 1.443 -0.151
C 1.748 1.836 -0.474
C 0.645 1.725 0.384
C 0.852 1.199 1.663
C 2.173 0.888 2.013
C 3.231 1.023 1.104
C -0.335 1.095 2.555
C -0.162 1.166 3.958
C -1.251 0.881 4.779
N -2.485 0.519 4.185
C -2.696 0.497 2.865
C -1.610 0.767 2.015
C -3.575 -0.010 5.082
H 4.522 0.576 -1.090
H 4.815 2.346 -0.892
H 3.703 1.632 -2.164
H 1.691 2.163 -1.501
H -0.239 2.196 -0.020
H 2.425 0.570 3.014
H 4.250 0.758 1.342
H 0.815 1.360 4.377
H -1.171 0.723 5.844
H -3.668 0.153 2.542
H -1.732 0.766 0.942
H -3.292 -0.221 6.113
H -3.999 -0.886 4.591
H -4.448 0.629 5.211
C -0.008 -1.738 -4.283
N 0.258 -1.925 -2.794
C -0.619 -2.525 -1.956
C -0.463 -2.648 -0.564
C 0.707 -2.168 -0.028
C 1.605 -1.451 -0.833
C 1.402 -1.398 -2.278
C 0.921 -2.139 1.428
C 0.087 -1.467 2.332
C 0.381 -1.359 3.673
N 1.636 -1.688 4.105
C 2.526 -2.136 3.174
C 2.185 -2.550 1.904
C 2.057 -1.455 5.521
H 0.215 -2.616 -4.889
H 0.666 -1.005 -4.728
H -1.007 -1.326 -4.420
H -1.560 -2.641 -2.473
H -1.222 -3.148 0.019
H 2.524 -0.965 -0.542
H 2.181 -0.948 -2.876
H -0.932 -1.263 2.041
H -0.375 -1.095 4.398
H 3.488 -2.318 3.630
H 3.006 -2.939 1.319
H 1.205 -1.737 6.140
H 2.103 -0.366 5.494
H 3.030 -1.895 5.738
Cl 0.088 1.136 -2.459
O -0.348 0.502 -3.716
O -0.435 2.438 -2.256
O -0.426 0.240 -1.509
O 1.508 1.201 -2.512
Cl -4.552 -0.016 -4.536
C -3.212 0.236 -3.427
C -2.811 -0.872 -2.546
Cl -2.377 -2.473 -3.399
H -3.504 1.011 -2.719
H -2.333 0.519 -4.007
H -3.673 -1.339 -2.071
H -2.070 -0.539 -1.819
Cl -0.600 4.611 -3.956
C -0.472 2.990 -4.722
C -1.694 2.143 -4.742
Cl -2.782 3.000 -5.909
H 0.388 2.480 -4.287
H -0.261 3.149 -5.780
H -2.305 1.938 -3.863
H -1.384 1.185 -5.158
*
```

Results
* HOMO: -15.532 eV
* frontier orbital gap: 4.97 eV
* M: 669.9 g/mol

***

This record from OMol25 describes C8H14O as an isolated structure. The level of theory is the ωB97M-V functional and the def2-TZVPD basis.

```
! wB97M-V def2-TZVPD RIJCOSX def2/J DEFGRID3
* xyz 0 1
C 2.639 -0.586 0.104
C 1.148 -0.189 0.153
C 0.884 1.432 0.143
C -0.601 1.489 -0.114
C -0.828 -0.009 -0.095
C -2.193 -0.593 -0.366
C 0.304 -0.542 -0.990
C 0.039 -0.580 1.117
H 3.096 0.209 -0.565
H 2.738 -1.672 -0.189
H 3.031 -0.426 1.121
H 1.209 1.825 1.093
H 1.502 2.004 -0.620
H -1.175 2.007 0.668
H -0.898 1.983 -1.001
H -2.054 -1.713 -0.101
H -2.311 -0.417 -1.550
H -3.934 -0.692 0.480
H 0.202 -1.647 -1.074
H 0.574 0.042 -1.843
H -0.159 -0.285 2.164
H -0.040 -1.713 1.072
O -3.175 0.071 0.395
*
```

Results
* relative energy (zero: lowest compared OMol25 entry of this formula, charge and spin): 42.1 kcal per mole
* HOMO: -9.726 eV
* frontier orbital gap: 10.49 eV
* M: 126.2 g/mol

***

This record from OMol25 describes an isolated molecule of C2H8NO3PS. The level of theory is the ωB97M-V functional and the def2-TZVPD basis.

```
! wB97M-V def2-TZVPD RIJCOSX def2/J DEFGRID3
* xyz 0 1
C 2.012 -0.899 0.396
C -0.501 1.948 -0.363
N 0.085 -0.958 -0.815
O -1.719 -1.209 1.356
O 0.886 -1.718 -0.001
O -0.944 1.059 0.577
P -1.533 -0.413 0.044
S -3.065 -0.085 -1.148
H 2.627 -1.535 1.159
H 1.725 0.135 0.793
H 2.597 -0.721 -0.463
H -1.287 2.403 -0.972
H 0.418 1.584 -0.944
H -0.148 2.838 0.170
H -0.140 -1.503 -1.692
H -1.013 -0.927 1.904
*
```

Results
* relative energy (zero: lowest compared OMol25 entry of this formula, charge and spin): 63.1 kcal per mole
* HOMO: -9.078 eV
* frontier orbital gap: 9.59 eV
* M: 157.1 g/mol
* structure (SMILES): CON[P@](O)(=S)OC

***

This record from OMol25 describes C37H31BF4N3O9PrS as an isolated structure. The level of theory is the ωB97M-V functional and the def2-TZVPD basis.

```
! wB97M-V def2-TZVPD RIJCOSX def2/J DEFGRID3
* xyz -2 3
Pr -1.060 0.001 -2.366
O -3.850 -2.627 -3.422
S -2.846 -1.683 -3.039
O -2.009 -2.082 -1.867
O -3.382 -0.326 -2.655
O -1.852 -1.371 -4.124
C 0.461 3.153 5.120
C -0.764 2.310 4.791
N -0.619 1.562 3.540
C -1.100 2.095 2.400
C -1.001 1.527 1.171
C -1.511 2.338 0.005
O -2.220 3.314 0.231
O -1.096 1.944 -1.150
C -0.393 0.226 1.054
O -0.294 -0.407 -0.018
C 0.127 -0.342 2.286
C 0.782 -1.586 2.280
C 1.337 -2.096 3.406
F 2.033 -3.247 3.284
C 1.306 -1.423 4.669
C 0.643 -0.189 4.654
C 0.057 0.341 3.502
N 1.946 -1.861 5.791
C 2.126 -3.289 6.127
C 1.462 -3.754 7.444
N 2.082 -3.385 8.684
C 1.431 -0.541 7.896
C 2.401 -0.875 6.768
H 0.310 3.693 6.058
H 0.644 3.880 4.326
H 1.351 2.529 5.223
H -1.641 2.944 4.679
H -0.978 1.607 5.591
H -1.593 3.056 2.484
H 0.884 -2.119 1.342
H 0.586 0.354 5.582
H 3.198 -3.501 6.223
H 1.730 -3.873 5.302
H 1.346 -4.855 7.263
H 0.430 -3.355 7.405
H 2.992 -3.849 8.704
H 1.341 -1.440 8.523
H 1.841 0.284 8.491
H 0.443 -0.241 7.527
H 3.301 -1.295 7.223
H 2.690 0.025 6.214
O 1.020 -1.642 -2.518
B 1.348 -0.255 -2.770
O 2.440 0.029 -1.904
C 2.728 -1.102 -1.184
C 3.695 -1.289 -0.223
C 3.764 -2.552 0.373
C 2.890 -3.571 0.007
C 1.908 -3.362 -0.968
C 1.861 -2.114 -1.538
H 4.356 -0.482 0.070
H 4.496 -2.736 1.151
H 2.950 -4.530 0.507
H 1.195 -4.129 -1.246
C -3.471 5.272 -2.392
C -2.278 5.467 -3.074
C -1.674 4.406 -3.730
C -2.253 3.140 -3.698
C -3.443 2.945 -3.003
C -4.048 4.012 -2.361
H -3.936 6.097 -1.864
H -1.814 6.445 -3.096
H -0.745 4.546 -4.268
H -3.885 1.959 -2.970
H -4.960 3.845 -1.801
F -0.904 -0.445 -11.465
C -0.658 -1.293 -10.444
F -1.474 -2.349 -10.598
F 0.603 -1.740 -10.617
C -0.833 -0.617 -9.116
C -1.645 -1.159 -8.137
C -1.802 -0.504 -6.923
C -1.146 0.703 -6.695
C -0.308 1.227 -7.677
C -0.157 0.572 -8.888
C -1.374 1.444 -5.478
C -1.676 2.080 -4.505
H -2.155 -2.096 -8.316
H -2.401 -0.925 -6.128
H 0.222 2.150 -7.479
H 0.492 0.980 -9.653
*
```

Results
* relative energy (zero: lowest compared OMol25 entry of this formula, charge and spin): 34.3 kcal per mole
* HOMO (spin up / spin down): -0.918 / -0.918 eV
* <S²>: 2.003
* frontier orbital gap (spin up / spin down): 4.47 / 4.47 eV
* M: 921.4 g/mol

***

This record from OMol25 describes an isolated molecule of C6H7NO. The level of theory is the ωB97M-V functional and the def2-TZVPD basis.

```
! wB97M-V def2-TZVPD RIJCOSX def2/J DEFGRID3
* xyz 0 1
C -0.176 -0.201 -1.062
C -1.426 -0.816 -1.139
C -2.170 -0.408 -0.040
C -1.301 0.190 0.764
C 1.052 0.811 0.979
C 2.429 0.546 0.821
H 0.467 -0.464 -2.670
H -1.695 -1.693 -1.908
H -3.141 -0.378 0.213
H -1.612 0.676 1.826
H 1.040 0.713 2.187
H 2.653 0.654 -0.310
H 3.046 0.373 1.768
N -0.044 0.351 0.220
O 0.878 -0.353 -1.651
*
```

Results
* relative energy (zero: lowest compared OMol25 entry of this formula, charge and spin): 110.6 kcal per mole
* HOMO: -7.572 eV
* frontier orbital gap: 8.07 eV
* M: 109.1 g/mol
* structure (SMILES): C=Cn1cccc1O

***

no.,E_tot (eV)
1,-20794.299
2,-106336.346
3,-10568.219
4,-29959.430
5,-98224.854
6,-9867.862